{"formula": "C4H6N2S", "method": "ωB97M-V/def2-TZVPD", "smiles": "S=CC1=NNCC1", "e_homo_ev": -8.6, "e_tot_ev": -18058.87966, "relative_energy_ev": 2.094, "e_lumo_ha": -0.024, "homo_lumo_gap_ev": 7.973, "total_charge": 0, "species": ["H", "C", "C", "N", "H", "H", "H", "C", "C", "H", "N", "H", "S"], "xyz": [[-0.34614, 1.31564, -1.08652], [-1.99453, -0.85415, -0.12720], [1.41891, 0.65971, 0.08824], [0.28374, -1.37228, 0.11028], [1.73496, 0.84532, 1.16187], [2.25587, -1.28717, 0.35641], [1.92947, 1.28133, -0.59894], [-0.60030, -0.45816, 0.02504], [-0.07303, 0.94834, -0.11258], [-2.23473, -1.91939, -0.37584], [1.50759, -0.78510, -0.11577], [-0.52574, 1.59436, 0.59716], [-3.35607, 0.03157, 0.07784]], "forces_ev_per_angstrom": [[0.18, 0.27, -0.58], [-1.44, -0.86, 0.46], [-0.67, 0.16, 2.11], [0.97, 0.04, -0.79], [-0.31, 0.35, -1.19], [-0.26, 0.26, -0.19], [1.26, 0.13, -0.58], [-1.70, 0.11, -0.22], [0.03, -1.48, 0.08], [0.96, 0.79, 0.27], [0.27, -0.58, 0.07], [-0.26, 0.64, 0.73], [0.95, 0.18, -0.18]], "lowdin_charge": [0.11, -0.61, -0.17, 0.09, 0.13, 0.12, 0.09, -0.41, -0.11, 0.06, -0.06, 0.10, 0.65]}

{"formula": "C37H37N3P2V", "method": "ωB97M-V/def2-TZVPD", "e_homo_ev": [-7.0, -7.7], "e_tot_ev": -87697.65694, "relative_energy_ev": 1.517, "e_lumo_ha": [-0.018, -0.030], "multiplicity": 4, "homo_lumo_gap_ev": [6.550, 6.839], "total_charge": 0, "species": ["H", "H", "H", "C", "H", "C", "C", "C", "C", "C", "H", "H", "N", "H", "H", "C", "C", "H", "C", "N", "C", "H", "P", "C", "H", "C", "C", "N", "C", "C", "H", "H", "H", "H", "C", "H", "C", "H", "H", "H", "C", "H", "C", "C", "C", "H", "C", "C", "C", "H", "C", "C", "H", "C", "H", "H", "C", "H", "H", "H", "C", "H", "C", "C", "H", "C", "H", "C", "H", "P", "H", "H", "C", "H", "C", "C", "H", "H", "V", "C"], "xyz": [[-0.17858, 3.76801, -1.61619], [-1.22631, -6.29357, 0.18691], [-0.85678, -3.93214, -3.11619], [-0.67405, -5.65164, 0.88650], [-2.32834, -4.99041, -4.81850], [0.83839, -3.98809, 2.55345], [-0.08813, -3.42157, 1.67261], [2.33394, -0.60741, 4.43489], [-1.94175, -3.84421, -3.01584], [0.75009, 5.47031, -0.72652], [3.91358, 5.16270, -0.41849], [1.61978, 6.96514, 0.40463], [-0.62419, 1.70724, 1.53891], [0.37222, -2.47362, -2.45280], [-3.29845, 1.16358, -4.60376], [-2.54961, -0.17522, -3.09971], [-4.16426, -4.45945, -3.79505], [3.52446, 6.01763, 1.07931], [2.00986, 3.57944, -1.73732], [-0.77301, 6.15648, 3.27145], [-2.50638, -3.08889, -1.96548], [-5.77007, -3.96716, -2.44954], [0.15979, -1.64671, 1.17175], [2.82161, -0.84431, 1.69662], [1.68409, 1.58143, -0.80018], [2.43193, 2.40499, -0.81214], [-2.81463, 1.09089, -3.63470], [-0.09982, 3.96080, 2.30480], [2.76130, 2.83091, 0.59258], [0.14283, -2.14611, -1.44191], [-3.64091, -0.44325, 1.10518], [-3.02302, 1.18018, 1.86601], [1.44456, -3.34604, 3.18979], [3.33712, 1.97592, -1.28176], [-2.92828, 0.07761, 1.77618], [-4.81321, -4.87289, -4.57376], [1.98299, 6.20106, -0.29699], [3.02734, -0.91767, 0.63178], [-2.97960, -1.07105, -3.56375], [-0.19654, 5.99981, -0.49236], [1.03708, -5.37055, 2.58996], [-2.72359, 3.22897, -3.34348], [-0.50997, 2.80357, 1.99481], [-2.45084, 2.25341, -2.93963], [3.64350, -0.53722, 3.94596], [0.25779, -0.96504, 3.93463], [-0.95061, -4.28596, 0.96077], [-0.51776, 5.09840, 2.81993], [-1.67453, 2.16604, -1.78498], [2.76163, 4.22307, 2.15153], [0.32202, -6.19636, 1.71225], [-4.69954, -3.90926, -2.62405], [2.06195, -2.26181, -0.40152], [1.27700, -0.85188, 3.56543], [2.39732, 6.72010, -1.17228], [-1.46971, 3.03494, -1.15540], [-3.87461, -3.26955, -1.69998], [4.47800, -0.39201, 4.63108], [2.90647, 1.98633, 1.28530], [-0.02044, 0.79855, -1.05441], [-1.05313, 0.92205, -1.48291], [-2.70777, -0.44050, 2.73172], [-2.77272, -4.48384, -3.95347], [3.88418, -0.64320, 2.57467], [0.53258, -7.26698, 1.67220], [1.53283, -1.03322, 2.20111], [-1.81808, -3.89872, 0.41646], [3.11819, 5.36099, 0.30776], [-4.28098, -2.88586, -0.76909], [-1.57964, -1.77987, -1.02715], [2.78295, 4.35118, -1.69869], [1.77064, -5.79229, 3.28230], [-1.69119, -0.26097, -2.00490], [4.89921, -0.58345, 2.17865], [1.00485, -1.99429, -0.41427], [0.74750, 4.28040, -1.33986], [2.13755, -0.50371, 5.49977], [1.97601, 3.22115, -2.77954], [-1.27088, -0.03759, 0.47209], [2.85677, 4.08225, 1.06681]], "forces_ev_per_angstrom": [[0.79, 0.81, 0.13], [0.09, 0.32, 0.51], [-0.44, 0.23, -0.17], [0.05, 0.04, 0.50], [-0.16, 0.20, 0.44], [0.16, -0.22, -0.20], [0.14, -0.29, 0.33], [0.11, 0.02, -0.05], [-0.29, 0.27, -0.26], [-0.88, -0.50, -0.33], [-0.16, 0.23, 0.13], [0.48, -0.14, -0.08], [0.05, 1.11, 0.29], [0.37, 0.16, 0.20], [-0.15, 0.07, 0.20], [-0.32, 0.77, -0.16], [0.33, 0.22, 0.20], [0.49, 0.03, -0.20], [0.27, -0.14, 0.16], [0.44, -1.83, -0.87], [-0.13, -0.31, -0.13], [0.16, 0.01, 0.06], [1.43, -0.63, 0.87], [0.09, -0.36, 0.29], [0.36, 0.59, 0.12], [0.84, 0.35, -0.73], [0.26, -0.03, 0.04], [-0.12, 0.31, 0.38], [-0.20, -0.02, 0.42], [0.85, -0.30, 0.93], [-0.36, 0.41, 0.89], [-0.39, -0.87, 0.06], [-0.03, -0.18, -0.23], [-0.24, -0.14, 0.13], [0.82, -0.68, -0.63], [0.24, 0.07, 0.42], [-0.51, 0.11, -0.25], [-0.02, 0.04, 0.26], [0.18, 0.37, 0.31], [0.53, -0.62, -0.19], [-0.41, -0.21, -0.19], [-0.13, -0.24, 0.32], [0.48, -0.75, -1.07], [-0.19, -0.41, -0.02], [-0.11, 0.01, -0.14], [0.21, 0.08, 0.01], [0.29, 0.23, -0.27], [-0.54, 0.71, 0.54], [0.81, -0.61, -0.12], [0.52, -0.29, -0.36], [0.12, 0.20, 0.00], [0.12, -0.23, -0.23], [-0.23, 0.17, -0.46], [0.29, -0.12, -0.16], [-0.08, 0.17, 0.19], [-0.16, -0.52, -0.41], [0.24, 0.32, -0.26], [-0.23, -0.02, -0.14], [-0.59, 0.50, -0.04], [-0.90, 0.43, 0.28], [-0.97, -0.45, -1.00], [-0.62, 0.39, -0.48], [0.09, 0.04, 0.33], [-0.08, 0.21, 0.16], [-0.05, 0.33, 0.03], [-0.07, -0.27, 0.15], [0.52, -0.09, 0.05], [0.19, 0.33, 0.76], [-0.13, 0.24, -0.20], [0.13, -1.38, -1.99], [0.09, -0.52, -0.33], [-0.26, 0.11, -0.28], [-0.08, 0.50, -1.06], [-0.28, 0.09, 0.17], [-0.68, -0.81, -0.57], [-0.35, 0.30, -0.07], [0.08, 0.03, -0.19], [-0.20, 0.08, 0.29], [-1.58, 2.59, 2.83], [-0.42, -0.63, 0.17]], "lowdin_charge": [0.05, 0.11, 0.09, -0.07, 0.11, -0.08, -0.29, -0.07, -0.08, -0.11, 0.11, 0.11, 0.06, 0.08, 0.11, -0.07, -0.08, 0.10, -0.18, 0.07, -0.35, 0.11, 0.93, -0.10, 0.08, -0.18, -0.06, 0.08, -0.11, -0.27, -0.04, -0.02, 0.10, 0.11, -0.24, 0.11, -0.19, 0.09, 0.11, 0.11, -0.07, 0.12, -0.31, -0.05, -0.07, 0.12, -0.10, -0.40, -0.06, 0.10, -0.08, -0.07, 0.08, -0.10, 0.12, 0.10, -0.09, 0.11, 0.09, 0.09, -0.19, -0.02, -0.07, -0.08, 0.10, -0.37, 0.07, -0.20, 0.11, 0.94, 0.09, 0.11, -0.36, 0.11, -0.25, -0.11, 0.11, 0.12, 0.28, -0.11]}

{"formula": "C3H5NO2S", "method": "ωB97M-V/def2-TZVPD", "e_homo_ev": [-7.4, -7.4], "e_tot_ev": -19607.84593, "relative_energy_ev": 4.665, "e_lumo_ha": [0.025, 0.024], "homo_lumo_gap_ev": [8.047, 8.093], "total_charge": 0, "species": ["C", "O", "H", "O", "H", "H", "N", "S", "H", "C", "H", "C"], "xyz": [[0.21290, -2.73306, -0.96002], [0.93998, -1.84958, -1.06039], [-1.29182, 0.20619, -0.38786], [-0.50003, 1.99802, -0.20391], [0.27469, 3.77042, 0.14027], [0.60592, 2.33667, 1.48681], [-0.54537, -3.62881, -0.75341], [0.33947, -0.11594, 1.36689], [1.53015, 0.66393, 1.04656], [0.16323, 2.80933, 0.51511], [-1.33122, -4.17328, -1.11127], [-0.39789, 0.71610, -0.07877]], "forces_ev_per_angstrom": [[-1.44, -0.91, -0.21], [1.41, 1.00, -0.42], [-0.10, -0.15, -0.57], [-0.55, 0.06, -1.15], [0.09, 1.54, -0.31], [-0.73, 1.61, -1.97], [-0.85, -1.13, 0.24], [1.39, 2.65, -1.73], [-1.25, -1.47, 0.88], [1.97, -0.76, 3.87], [0.99, 0.83, 0.12], [-0.93, -3.27, 1.25]], "lowdin_charge": [-0.46, 0.11, 0.06, -0.14, 0.05, 0.06, 0.19, 0.71, -0.05, -0.08, 0.10, -0.55]}

{"formula": "C19H27BN11Sc", "method": "ωB97M-V/def2-TZVPD", "e_homo_ev": -13.4, "e_tot_ev": -57899.06475, "relative_energy_ev": 1.276, "e_lumo_ha": -0.227, "homo_lumo_gap_ev": 7.231, "total_charge": 2, "species": ["N", "H", "H", "H", "H", "H", "H", "C", "H", "C", "H", "N", "H", "C", "N", "C", "H", "H", "N", "B", "N", "Sc", "C", "H", "C", "C", "H", "C", "H", "N", "N", "H", "C", "H", "N", "C", "C", "C", "C", "N", "H", "H", "N", "H", "C", "H", "C", "H", "C", "C", "H", "H", "C", "H", "H", "H", "C", "H", "N"], "xyz": [[0.73695, -0.89824, -4.36799], [-3.68743, -1.82499, 2.04385], [2.25530, -2.05776, -1.09932], [0.08648, 1.68377, -3.36803], [0.20826, 4.27578, 1.75685], [2.48001, -0.08292, 4.56347], [0.51631, 2.09042, 4.44278], [1.81369, -0.45700, -3.56599], [2.41990, 1.32277, 5.61559], [3.13366, 1.73572, 3.61796], [-1.28691, -4.82662, -2.97247], [-0.71553, -0.64267, 2.08928], [2.45156, -1.28103, -3.25334], [-2.88965, 3.30200, 1.63165], [-2.06554, -0.51274, 2.01028], [-0.11130, -1.96503, -4.23673], [-2.24675, 5.42254, 1.49672], [-0.45070, 2.44755, -0.78296], [0.90736, 0.82842, -0.29144], [-2.98409, 0.77877, 1.88155], [-2.21452, 2.16899, 1.77651], [0.56442, 0.98000, 1.86445], [-1.20196, -3.94794, -3.59807], [0.56579, -3.24153, -2.60242], [-0.16713, -3.06508, -3.37956], [-2.61559, -1.71895, 2.08491], [4.18886, 1.63030, 3.86729], [-1.04567, -1.76511, -5.24982], [3.26256, 1.84263, 1.55024], [2.83952, 1.22826, 2.24476], [0.30908, -0.09100, -5.39330], [-3.61510, 0.65978, 0.87256], [-2.15029, -3.75544, -4.62247], [-1.74745, -3.74814, 2.31023], [-0.72114, -0.59758, -5.91953], [2.25262, 0.98512, 4.59314], [-2.08867, -2.66850, -5.46317], [2.46900, -1.11501, -0.59671], [-0.44827, -1.96552, 2.21733], [-0.88739, 2.45773, 1.84478], [3.52134, -0.87818, -0.76358], [-2.93482, -4.48823, -4.74892], [1.31993, 0.24269, -2.35944], [3.31877, 0.33650, 2.11944], [-2.00432, 4.38015, 1.60072], [-2.80267, -2.51248, -6.25918], [0.44406, 1.30585, -2.42469], [2.89887, 2.80187, 3.63401], [1.57546, -0.02397, -1.07390], [-0.76427, 3.80581, 1.73773], [0.56902, -2.31851, 2.30378], [2.31568, -1.28670, 0.46922], [-1.61976, -2.68452, 2.21943], [-3.96530, 3.28317, 1.56333], [-3.65345, 0.82856, 2.87233], [2.39226, 0.25469, -4.15213], [0.19056, 1.66459, -1.14859], [0.23215, 0.50927, 4.63668], [0.84622, 1.16766, 4.16092]], "forces_ev_per_angstrom": [[-0.03, -0.09, -0.08], [-0.01, -0.01, 0.00], [-0.01, 0.00, 0.00], [0.00, 0.01, 0.00], [0.00, 0.00, 0.00], [0.00, 0.01, 0.01], [0.00, -0.02, 0.05], [0.04, 0.09, 0.09], [0.00, 0.03, -0.02], [0.01, 0.02, 0.01], [0.00, 0.00, 0.00], [-0.05, 0.02, 0.05], [-0.03, -0.01, 0.00], [0.01, -0.02, 0.00], [-0.02, 0.00, -0.06], [-0.02, -0.01, 0.03], [0.01, 0.01, 0.00], [-0.01, 0.00, -0.01], [0.08, 0.07, -0.05], [0.05, 0.03, 0.03], [-0.02, -0.03, -0.05], [-0.02, -0.04, -0.02], [-0.03, -0.04, 0.01], [0.00, 0.00, 0.00], [0.03, 0.03, -0.01], [0.00, 0.03, 0.00], [-0.01, -0.03, 0.00], [0.06, -0.02, 0.01], [0.03, -0.02, 0.01], [0.03, -0.01, -0.11], [0.09, 0.05, 0.04], [-0.04, -0.01, -0.01], [-0.01, -0.01, 0.00], [0.01, -0.01, 0.00], [-0.14, 0.04, -0.03], [0.03, -0.02, 0.00], [0.04, 0.00, 0.01], [0.03, -0.01, 0.01], [0.00, -0.04, 0.00], [-0.06, -0.02, 0.06], [0.00, -0.01, 0.00], [0.00, 0.00, 0.00], [-0.04, 0.02, -0.05], [0.04, 0.03, 0.00], [0.02, -0.02, 0.00], [-0.01, 0.00, -0.01], [-0.02, 0.03, 0.02], [0.00, -0.01, 0.02], [-0.02, -0.07, 0.05], [0.01, 0.04, 0.00], [0.00, 0.00, 0.00], [0.00, 0.01, 0.00], [0.03, 0.02, 0.00], [-0.01, 0.01, 0.00], [-0.02, 0.00, 0.02], [0.03, -0.05, -0.01], [0.02, 0.00, -0.01], [0.02, 0.02, 0.04], [-0.08, 0.00, -0.03]], "lowdin_charge": [-0.07, 0.15, 0.09, 0.14, 0.12, 0.13, 0.11, -0.05, 0.14, -0.20, 0.11, -0.11, 0.14, -0.03, -0.05, -0.17, 0.12, 0.11, -0.03, -0.33, -0.05, 1.15, -0.07, 0.10, -0.02, -0.04, 0.14, -0.21, 0.11, -0.04, 0.06, 0.08, -0.06, 0.12, 0.10, -0.20, 0.01, 0.02, -0.12, -0.12, 0.11, 0.11, 0.03, 0.10, 0.00, 0.13, 0.00, 0.13, -0.32, -0.12, 0.11, 0.06, -0.01, 0.15, 0.08, 0.15, -0.08, 0.11, -0.03]}

| no. | F_max (eV Å⁻¹) |
| --- | --- |
| 1 | 2.222 |
| 2 | 4.151 |
| 3 | 4.405 |
| 4 | 0.144 |